1.
Molecular formula: C27H36F17O10S4
Method: DFT, ωB97M-V with the def2-TZVPD basis set

Cartesian coordinates (Å):
O1 0.407 -7.026 1.039
C1 1.437 -6.447 0.634
O2 2.574 -6.349 1.167
C2 1.285 -5.713 -0.744
C3 1.159 -4.202 -0.526
C4 0.789 -3.464 -1.794
F1 0.078 -4.225 -2.683
F2 1.923 -3.111 -2.479
C5 -0.047 -2.130 -1.641
F3 0.569 -1.116 -2.283
F4 -0.186 -1.762 -0.354
C6 -1.502 -2.119 -2.212
F5 -1.959 -0.848 -2.078
F6 -1.506 -2.382 -3.522
C7 -2.503 -3.090 -1.478
F7 -3.225 -3.766 -2.401
F8 -1.822 -3.979 -0.757
C8 -3.528 -2.414 -0.510
F9 -2.904 -1.525 0.267
F10 -4.029 -3.376 0.280
C9 -4.737 -1.696 -1.224
F11 -4.954 -0.523 -0.593
F12 -4.448 -1.420 -2.506
C10 -6.131 -2.403 -1.195
F13 -6.978 -1.530 -1.796
F14 -6.524 -2.555 0.076
C11 -6.327 -3.754 -1.942
F15 -7.634 -4.059 -1.904
F16 -5.646 -4.741 -1.370
F17 -5.957 -3.633 -3.220
H1 0.395 -6.107 -1.236
H2 2.175 -5.933 -1.343
H3 2.117 -3.764 -0.233
H4 0.456 -4.000 0.280
C12 5.666 0.790 -0.173
C13 5.222 0.455 -1.602
C14 4.562 -0.930 -1.565
S1 3.878 -1.113 0.090
O3 4.574 -2.170 0.770
O4 2.440 -1.072 0.040
C15 4.477 0.457 0.720
H5 5.954 1.835 -0.084
H6 6.522 0.171 0.108
H7 4.503 1.204 -1.939
H8 6.059 0.472 -2.298
H9 3.747 -1.045 -2.275
H10 5.282 -1.736 -1.694
H11 4.720 0.331 1.773
H12 3.672 1.182 0.601
C16 -0.480 0.377 3.619
C17 0.152 -0.324 4.830
C18 -0.114 -1.825 4.681
S2 -0.236 -2.139 2.909
O5 -1.585 -2.549 2.610
O6 0.894 -2.905 2.476
C19 -0.051 -0.428 2.398
H13 -0.165 1.418 3.542
H14 -1.569 0.363 3.707
H15 1.229 -0.139 4.834
H16 -0.249 0.053 5.771
H17 0.685 -2.450 5.071
H18 -1.064 -2.122 5.121
H19 -0.662 -0.267 1.514
H20 1.001 -0.281 2.155
C20 -7.107 3.364 -1.322
C21 -7.803 2.010 -1.121
C22 -7.457 1.526 0.291
S3 -7.185 3.008 1.275
O7 -5.807 3.054 1.691
O8 -8.239 3.165 2.246
C23 -7.410 4.176 -0.067
H21 -7.460 3.872 -2.218
H22 -6.030 3.219 -1.419
H23 -8.883 2.137 -1.217
H24 -7.489 1.279 -1.864
H25 -8.255 0.954 0.757
H26 -6.533 0.956 0.315
H27 -6.743 5.019 0.098
H28 -8.449 4.505 -0.038
C24 6.597 6.921 -0.121
C25 7.644 6.321 0.829
C26 7.768 4.832 0.488
S4 7.353 4.685 -1.259
O9 6.142 3.913 -1.378
O10 8.521 4.325 -2.019
C27 6.955 6.413 -1.513
H29 6.595 8.010 -0.086
H30 5.600 6.574 0.154
H31 8.605 6.817 0.674
H32 7.368 6.459 1.873
H33 8.771 4.436 0.629
H34 7.051 4.223 1.035
H35 6.148 6.475 -2.238
H36 7.851 6.895 -1.904

Forces on atoms 1 to 3 (eV/Å):
0.131 0.028 0.031
0.499 0.203 0.118
-0.641 -0.098 -0.299

Charge: -1
HOMO energy (Eh): -0.1418
Kohn-Sham gap (Eh): 0.19568
DFT total energy (eV): -138596.93135

2.
Molecular formula: C43H65Cl2F3N15O5P3
Method: DFT, ωB97M-V with the def2-TZVPD basis set

Cartesian coordinates (Å):
C1 0.740 -5.021 -0.924
C2 0.646 -3.761 -1.405
C3 1.286 -2.534 -0.741
N1 0.633 -1.292 -1.071
C4 0.608 -1.001 -2.455
C5 -0.540 -0.821 -3.196
C6 -0.508 -0.565 -4.560
C7 0.740 -0.499 -5.164
C8 1.821 -0.735 -4.346
N2 1.797 -0.978 -3.058
C9 0.158 -0.408 -0.039
C10 -0.330 0.941 -0.658
C11 0.784 1.849 -1.227
C12 0.105 2.945 -2.022
F1 -1.165 3.187 -1.652
C13 0.660 3.676 -2.979
F2 1.635 3.213 -3.735
F3 0.256 4.926 -3.174
C14 1.214 0.136 0.981
Cl1 0.739 0.905 2.510
C15 2.545 0.219 0.841
C16 3.499 0.783 1.879
Cl2 3.362 -0.243 -0.635
C17 -1.127 -1.165 0.641
C18 -0.845 -2.258 1.672
C19 -0.033 -2.000 2.953
C20 -0.202 -3.234 3.867
O1 -1.481 -3.075 4.482
O2 -1.805 -1.725 -0.521
C21 -2.456 -2.952 -0.443
P1 -4.069 -3.142 0.477
N3 -5.226 -2.180 -0.037
P2 -2.882 -3.363 -2.260
O3 -4.077 -2.364 -2.816
O4 -3.410 -4.927 -2.198
P3 -2.632 -0.164 1.304
N4 -2.259 1.264 2.184
O5 -3.324 0.457 -0.089
H1 -0.183 -5.607 -0.876
H2 1.699 -5.457 -0.642
H3 0.109 -3.590 -2.342
H4 1.437 -2.704 0.325
H5 2.322 -2.554 -1.140
H6 -1.514 -0.839 -2.723
H7 -1.412 -0.393 -5.133
H8 0.832 -0.280 -6.221
H9 2.800 -0.707 -4.844
H10 -0.700 1.514 0.204
H11 -1.182 0.831 -1.323
H12 1.524 1.338 -1.851
H13 1.345 2.379 -0.448
H14 3.321 0.321 2.852
H15 4.537 0.568 1.614
H16 3.363 1.868 1.935
H17 -0.424 -3.175 1.233
H18 -1.817 -2.589 2.068
H19 1.037 -1.825 2.812
H20 -0.521 -1.192 3.506
H21 -0.110 -4.180 3.317
H22 0.556 -3.150 4.658
H23 -1.613 -3.745 5.160
H24 -1.865 -3.850 -0.189
H25 -3.892 -2.862 1.860
H26 -4.433 -4.506 0.341
H27 -5.980 -2.774 -0.374
H28 -4.023 -1.543 -2.295
H29 -3.082 -5.374 -2.985
H30 -2.507 2.131 1.719
H31 -2.718 1.224 3.084
H32 -3.554 1.387 0.047
C22 -1.271 -8.715 -1.451
C23 -2.064 -7.753 -0.682
N5 -2.689 -6.998 -0.079
H33 -0.531 -8.185 -2.050
H34 -0.760 -9.397 -0.774
H35 -1.921 -9.286 -2.111
C24 -6.289 -6.017 -3.861
C25 -5.520 -6.836 -4.800
N6 -4.909 -7.481 -5.533
H36 -6.298 -4.981 -4.195
H37 -7.313 -6.380 -3.801
H38 -5.833 -6.066 -2.874
C26 -1.780 -0.638 7.001
C27 -0.936 -1.765 7.414
N7 -0.275 -2.652 7.733
H39 -1.159 0.229 6.781
H40 -2.342 -0.909 6.109
H41 -2.476 -0.384 7.799
C28 -4.207 4.880 -2.048
C29 -4.555 4.025 -0.910
N8 -4.816 3.341 -0.022
H42 -5.011 4.884 -2.781
H43 -4.034 5.899 -1.707
H44 -3.299 4.502 -2.516
C30 4.563 3.359 -1.827
C31 3.888 3.697 -0.572
N9 3.354 3.948 0.416
H45 4.439 2.297 -2.036
H46 4.134 3.940 -2.643
H47 5.625 3.584 -1.747
C32 5.586 1.973 -5.581
C33 4.671 0.970 -6.129
N10 3.956 0.176 -6.555
H48 6.274 2.308 -6.355
H49 5.018 2.827 -5.215
H50 6.154 1.542 -4.757
C34 -0.743 0.751 10.426
C35 -2.032 1.441 10.285
N11 -3.042 1.981 10.174
H51 -0.903 -0.323 10.503
H52 -0.116 0.954 9.559
H53 -0.234 1.098 11.322
C36 2.759 7.124 1.116
C37 3.219 8.487 0.832
N12 3.580 9.557 0.609
H54 1.762 6.977 0.706
H55 3.435 6.403 0.666
H56 2.729 6.960 2.191
C38 5.423 3.597 4.473
C39 5.345 2.134 4.479
N13 5.285 0.985 4.484
H57 6.342 3.920 4.956
H58 5.410 3.961 3.447
H59 4.572 4.013 5.009
C40 6.707 -2.265 -1.617
C41 6.569 -0.884 -2.081
N14 6.454 0.202 -2.443
H60 7.506 -2.761 -2.165
H61 6.942 -2.275 -0.555
H62 5.774 -2.801 -1.782
C42 -4.396 9.142 -2.981
C43 -5.270 8.073 -3.471
N15 -5.958 7.235 -3.857
H63 -3.778 9.515 -3.796
H64 -4.997 9.959 -2.587
H65 -3.751 8.761 -2.191

Forces on atoms 1 to 3 (eV/Å):
-0.174 0.301 -0.501
-0.115 0.256 0.647
2.152 -1.349 -1.514

Charge: 0
SMILES: C=CCN(c1ccccn1)[C@](CCC(F)=C(F)F)(/C(Cl)=C(/C)Cl)[C@](CCCO)(O[C@@H]([PH2]=N)P(O)O)P(N)O.CC#N.CC#N.CC#N.CC#N.CC#N.CC#N.CC#N.CC#N.CC#N.CC#N.CC#N
HOMO energy (Eh): -0.2758
Kohn-Sham gap (Eh): 0.27861
DFT total energy (eV): -139289.02749

3.
Molecular formula: C62H165N9O29
Method: DFT, ωB97M-V with the def2-TZVPD basis set

Cartesian coordinates (Å):
C1 -0.857 -14.837 -3.903
O1 -0.753 -13.512 -3.306
C2 0.567 -13.020 -3.126
C3 0.504 -11.586 -2.640
N1 0.153 -10.660 -3.688
C4 0.033 -9.289 -3.176
C5 -0.200 -8.319 -4.331
O2 -0.624 -7.137 -3.631
C6 -0.856 -6.002 -4.506
H1 -1.905 -14.839 -4.203
H2 -0.666 -15.672 -3.229
H3 -0.347 -15.090 -4.833
H4 1.248 -13.090 -3.974
H5 0.912 -13.739 -2.382
H6 1.439 -11.335 -2.139
H7 -0.235 -11.455 -1.850
H8 -0.757 -10.949 -4.017
H9 0.912 -9.039 -2.582
H10 -0.895 -9.148 -2.622
H11 -0.999 -8.609 -5.014
H12 0.655 -8.151 -4.986
H13 -1.735 -6.165 -5.130
H14 0.029 -5.723 -5.078
H15 -1.040 -5.090 -3.939
C7 7.315 7.427 1.373
O3 6.536 6.977 2.452
C8 5.751 5.855 1.996
C9 5.144 5.030 3.170
N2 4.221 5.882 3.928
C10 3.623 5.145 5.055
C11 2.673 6.094 5.835
O4 3.456 7.149 6.331
C12 2.773 7.932 7.357
H16 8.110 6.755 1.049
H17 7.872 8.282 1.756
H18 6.714 7.680 0.500
H19 6.354 5.201 1.366
H20 4.924 6.142 1.346
H21 5.880 4.533 3.801
H22 4.527 4.289 2.662
H23 4.769 6.575 4.417
H24 4.390 4.696 5.687
H25 3.025 4.332 4.642
H26 2.147 5.639 6.674
H27 1.908 6.502 5.173
H28 3.254 8.896 7.520
H29 2.963 7.370 8.271
H30 1.691 7.918 7.226
C13 3.165 1.880 7.564
O5 1.910 2.590 7.560
C14 1.009 2.005 6.589
C15 -0.258 2.694 6.514
N3 -0.814 2.694 7.797
C16 -2.172 3.217 7.810
C17 -2.807 3.390 9.179
O6 -2.148 4.225 10.125
C18 -2.198 5.579 9.674
H31 3.041 0.877 7.972
H32 3.813 2.409 8.263
H33 3.784 1.769 6.674
H34 0.943 0.942 6.821
H35 1.428 2.052 5.584
H36 -0.922 2.207 5.800
H37 -0.126 3.694 6.101
H38 -0.279 3.373 8.319
H39 -2.849 2.513 7.325
H40 -2.236 4.134 7.224
H41 -2.984 2.423 9.651
H42 -3.816 3.688 8.895
H43 -1.405 5.607 8.927
H44 -1.708 6.153 10.461
H45 -3.085 5.998 9.198
C19 6.597 3.045 -5.441
O7 7.798 3.715 -5.125
C20 7.598 4.570 -3.970
C21 7.742 3.890 -2.538
N4 6.636 2.933 -2.246
C22 6.710 2.524 -0.843
C23 5.469 1.923 -0.233
O8 5.031 0.694 -0.825
C24 3.917 0.092 -0.122
H46 6.214 2.285 -4.760
H47 6.677 2.575 -6.422
H48 5.766 3.733 -5.598
H49 6.643 5.083 -4.081
H50 8.437 5.266 -3.992
H51 7.726 4.698 -1.807
H52 8.698 3.368 -2.510
H53 6.882 2.126 -2.800
H54 7.051 3.371 -0.247
H55 7.567 1.856 -0.759
H56 4.671 2.654 -0.365
H57 5.647 1.850 0.839
H58 3.998 -0.168 0.933
H59 3.782 -0.869 -0.618
H60 2.963 0.618 -0.105
C25 -3.746 -4.513 -0.555
O9 -5.064 -4.016 -0.344
C26 -5.206 -3.278 0.856
C27 -6.657 -2.674 0.887
N5 -6.839 -1.734 -0.232
C28 -8.123 -1.174 -0.328
C29 -8.756 -0.447 0.876
O10 -8.156 0.833 1.104
C30 -8.664 1.666 2.128
H61 -3.341 -5.149 0.232
H62 -2.978 -3.784 -0.815
H63 -3.857 -5.021 -1.514
H64 -4.457 -2.489 0.934
H65 -5.078 -3.944 1.710
H66 -6.680 -2.029 1.765
H67 -7.382 -3.469 1.063
H68 -6.703 -2.212 -1.112
H69 -8.819 -1.953 -0.641
H70 -7.974 -0.504 -1.174
H71 -8.757 -1.066 1.774
H72 -9.787 -0.255 0.578
H73 -9.752 1.715 2.165
H74 -8.266 2.667 1.961
H75 -8.414 1.271 3.113
C31 -2.962 -2.062 3.941
O11 -2.129 -2.392 2.798
C32 -1.431 -3.553 3.057
C33 -0.615 -3.712 1.724
N6 -0.293 -5.045 1.293
C34 0.181 -5.328 -0.069
C35 0.266 -6.814 -0.345
O12 1.142 -7.444 0.557
C36 1.038 -8.883 0.533
H76 -2.521 -2.039 4.937
H77 -3.718 -2.846 3.985
H78 -3.490 -1.133 3.725
H79 -2.047 -4.431 3.256
H80 -0.801 -3.290 3.906
H81 0.249 -3.049 1.763
H82 -1.254 -3.172 1.025
H83 -1.030 -5.723 1.424
H84 1.123 -4.794 -0.190
H85 -0.482 -4.877 -0.807
H86 0.569 -6.984 -1.378
H87 -0.747 -7.217 -0.335
H88 0.101 -9.185 1.002
H89 1.917 -9.395 0.923
H90 1.138 -9.321 -0.460
C37 -0.774 2.900 -7.846
O13 -0.299 1.727 -7.268
C38 -0.910 1.234 -6.125
C39 -0.220 -0.066 -5.604
N7 -0.415 -1.171 -6.570
C40 0.501 -2.331 -6.388
C41 0.076 -3.294 -7.498
O14 0.220 -2.730 -8.825
C42 1.540 -2.391 -9.282
H91 0.003 3.443 -8.383
H92 -1.127 3.651 -7.139
H93 -1.668 2.765 -8.455
H94 -1.959 1.012 -6.322
H95 -0.878 1.896 -5.259
H96 -0.616 -0.391 -4.642
H97 0.854 0.025 -5.442
H98 -0.246 -0.791 -7.490
H99 0.276 -2.863 -5.463
H100 1.561 -2.079 -6.427
H101 -0.931 -3.689 -7.366
H102 0.727 -4.133 -7.255
H103 2.162 -3.235 -9.578
H104 2.163 -1.736 -8.673
H105 1.338 -1.857 -10.210
C43 3.070 1.034 -5.734
O15 2.591 0.766 -4.410
C44 3.420 1.251 -3.393
C45 3.600 2.763 -3.328
N8 2.333 3.459 -3.412
C46 1.428 3.287 -2.239
C47 0.062 4.067 -2.297
O16 -0.804 3.315 -3.161
C48 -2.124 3.827 -3.373
H106 2.531 1.941 -6.007
H107 2.745 0.209 -6.368
H108 4.143 1.222 -5.770
H109 4.355 0.690 -3.416
H110 2.830 0.932 -2.533
H111 4.217 3.038 -4.183
H112 4.069 2.992 -2.372
H113 1.746 3.087 -4.145
H114 1.973 3.687 -1.384
H115 1.291 2.206 -2.221
H116 0.107 5.093 -2.662
H117 -0.429 4.002 -1.326
H118 -2.833 3.170 -3.877
H119 -2.151 4.753 -3.947
H120 -2.536 4.038 -2.386
C49 -0.720 -2.160 -2.495
O17 -0.345 -2.036 -1.134
C50 0.428 -0.841 -0.814
C51 -0.467 0.418 -0.491
N9 -1.227 0.311 0.770
C52 -0.562 0.704 2.044
C53 -0.268 2.251 2.162
O18 1.157 2.519 1.870
C54 1.300 3.960 1.800
H121 -1.299 -1.283 -2.784
H122 -1.292 -3.073 -2.659
H123 0.208 -2.178 -3.067
H124 1.202 -0.605 -1.544
H125 1.032 -0.977 0.082
H126 -1.085 0.701 -1.344
H127 0.187 1.289 -0.489
H128 -1.629 -0.615 0.779
H129 0.355 0.126 2.157
H130 -1.208 0.456 2.887
H131 -0.544 2.557 3.170
H132 -0.942 2.845 1.545
H133 1.076 4.457 2.744
H134 0.720 4.397 0.987
H135 2.340 4.272 1.701
C55 -4.167 0.641 -2.788
C56 -4.467 -0.490 -1.736
O19 -4.890 0.165 -0.480
O20 -3.599 0.042 -3.943
H136 -3.364 1.244 -2.364
H137 -5.033 1.265 -3.010
H138 -3.600 -1.119 -1.536
H139 -5.302 -1.105 -2.071
H140 -5.725 -0.218 -0.201
H141 -3.652 0.614 -4.712
C57 2.799 -5.843 -2.595
C58 1.997 -4.622 -2.942
O21 2.074 -4.245 -4.315
O22 4.140 -5.416 -2.531
H142 2.454 -6.555 -3.344
H143 2.567 -6.282 -1.625
H144 2.091 -3.776 -2.262
H145 0.968 -4.895 -2.710
H146 2.938 -3.872 -4.503
H147 4.349 -4.973 -3.357
C59 -5.296 2.806 4.269
C60 -4.014 2.039 4.694
O23 -4.246 1.085 5.677
O24 -5.431 3.843 5.171
H148 -6.204 2.204 4.262
H149 -5.153 3.382 3.355
H150 -3.258 2.740 5.048
H151 -3.586 1.565 3.810
H152 -4.490 1.639 6.422
H153 -6.056 3.587 5.853
C61 -2.215 5.462 4.716
C62 -2.948 6.052 3.534
O25 -2.175 6.060 2.318
O26 -1.316 6.369 5.284
H154 -1.719 4.570 4.333
H155 -2.907 5.109 5.480
H156 -3.225 7.074 3.791
H157 -3.823 5.462 3.265
H158 -1.612 6.825 2.182
H159 -0.948 6.874 4.554
O27 -3.544 2.055 1.237
H160 -4.217 1.507 0.832
H161 -2.718 1.634 1.000
O28 3.034 1.514 3.735
H162 2.745 0.634 3.978
H163 2.337 1.847 3.170
O29 -3.515 4.711 0.454
H164 -3.476 3.824 0.813
H165 -2.877 5.206 0.968

Forces on atoms 1 to 3 (eV/Å):
-1.287 0.834 0.114
0.044 -0.763 -1.898
-0.266 -0.780 1.105

Charge: 0
HOMO energy (Eh): -0.3053
Kohn-Sham gap (Eh): 0.31562
DFT total energy (eV): -139739.60495

no.,LUMO level (eV)
1,1.47
2,0.08
3,0.28